1.
C2H9NO2 | the ωB97M-V functional and the def2-TZVPD basis

XYZ file:
```
14
Properties=species:S:1:pos:R:3
N 0.2833 1.0937 -1.3390
C -0.0984 -0.2649 -0.6867
C 1.1721 -1.0335 -0.4859
O 0.9250 -2.2401 0.3035
H 0.7818 1.6457 -0.7351
H -0.4392 1.5784 -1.7095
H -0.8671 -0.8035 -1.3556
H -0.6557 -0.1901 0.3158
H 1.9150 -0.6039 0.2373
H 1.7279 -1.2186 -1.4107
H 1.2576 -2.9935 -0.2742
O -2.0549 2.0121 1.8903
H -1.3097 1.9839 2.5467
H -1.7961 2.5604 1.2430
```

Output
Frontier orbital gap (eV): 10.24
E_LUMO (eV): 0.7
Energy above the lowest of the compared OMol25 structures with the same formula, charge and spin (eV): 1.111

Charge distribution, Löwdin scheme, values in e:
1 N 0.029
2 C -0.224
3 C -0.289
4 O -0.125
5 H 0.015
6 H 0.003
7 H 0.133
8 H 0.114
9 H 0.124
10 H 0.113
11 H 0.106
12 O -0.024
13 H 0.074
14 H -0.050

2.
C11H13NO2 | the ωB97M-V functional and the def2-TZVPD basis

XYZ file:
```
27
Properties=species:S:1:pos:R:3
C 1.0510 -2.5480 0.5752
C 0.7151 -1.1323 0.3154
N 1.9803 -0.3235 -0.0316
O 3.1022 -0.8857 -0.0565
C 1.8996 1.1106 -0.1675
C 1.2801 1.5329 -1.4973
C 1.1484 1.6726 1.0514
O -0.2254 1.8098 0.8454
C -0.9912 0.7612 0.4321
C -2.3147 1.1421 0.2111
C -3.2778 0.2404 -0.1762
C -2.9268 -1.0978 -0.3187
C -1.6301 -1.4917 -0.0979
C -0.5994 -0.5821 0.2388
H 0.9233 -3.1676 -0.3113
H 0.4491 -2.9525 1.3856
H 2.1055 -2.5931 0.8546
H 2.9373 1.4583 -0.1278
H 1.2596 2.6189 -1.5598
H 0.2664 1.1571 -1.5965
H 1.8752 1.1457 -2.3206
H 1.3581 1.0344 1.9218
H 1.4912 2.6867 1.2738
H -2.5496 2.1850 0.3632
H -4.2864 0.5748 -0.3606
H -3.6694 -1.8251 -0.6134
H -1.3716 -2.5312 -0.2328
```

Output
Frontier orbital gap (alpha / beta) (eV): 7.71 / 7.81
E_LUMO (alpha / beta) (eV): 0.5 / 0.0
Energy above the lowest of the compared OMol25 structures with the same formula, charge and spin (eV): 3.815

Charge distribution, Löwdin scheme, values in e:
1 C -0.051
2 C -0.097
3 N -0.182
4 O -0.048
5 C -0.278
6 C -0.007
7 C -0.130
8 O -0.036
9 C -0.225
10 C -0.008
11 C -0.079
12 C -0.089
13 C -0.029
14 C -0.124
15 H 0.091
16 H 0.090
17 H 0.076
18 H 0.153
19 H 0.093
20 H 0.077
21 H 0.090
22 H 0.143
23 H 0.136
24 H 0.122
25 H 0.103
26 H 0.102
27 H 0.107

3.
C26H55FI2N9O22P | the ωB97M-V functional and the def2-TZVPD basis

XYZ file:
```
116
Properties=species:S:1:pos:R:3
C 3.3148 -3.3662 0.5677
C 3.3529 -2.1794 1.2215
C 2.7570 -0.8216 0.8843
C 1.6356 -0.8270 -0.1764
O 2.0063 -1.1979 -1.4258
C 3.3626 -1.3431 -1.8425
C 3.7653 -0.4876 -3.0336
O 0.7843 -1.8871 0.4366
C -0.0425 -1.3015 1.3341
O -0.1364 -1.6216 2.4766
C -0.7937 -0.2827 0.4522
N -1.4837 -1.1481 -0.4897
C -2.0896 -2.4214 -0.1229
C -1.4079 -3.6483 -0.7628
C -2.0134 -3.9394 -2.1554
C -1.8407 0.6438 1.0572
F -1.3254 1.5154 2.0266
C -3.0228 -0.0567 1.7313
C -4.2922 -0.1690 0.8721
C 0.5240 0.3770 -0.1484
C 0.1295 1.2051 -1.4398
I 1.7411 2.4192 -2.2974
C -0.5689 0.6509 -2.7123
C -0.0820 -0.6152 -3.4019
I -2.7534 0.7597 -2.7099
P 1.3128 1.6945 0.9408
O 2.7460 1.9386 0.6900
O 1.1400 1.2911 2.4763
O 0.5333 3.0761 0.7898
H 3.6245 -3.5415 -0.4553
H 2.9318 -4.2348 1.1004
H 3.8957 -2.1693 2.1684
H 2.4392 -0.4131 1.8373
H 3.5710 -0.1685 0.5599
H 4.1357 -1.2291 -1.0869
H 3.4707 -2.3768 -2.1782
H 2.9787 -0.4172 -3.7814
H 4.6454 -0.9502 -3.4848
H 4.0887 0.4999 -2.7121
H -0.9894 -1.2789 -1.3539
H -3.1025 -2.4401 -0.5402
H -2.2290 -2.6153 0.9386
H -0.3438 -3.4743 -0.9217
H -1.5017 -4.5164 -0.1114
H -2.2200 -2.9826 -2.6408
H -1.2872 -4.4729 -2.7677
H -2.9324 -4.5115 -2.0491
H -2.2649 1.3032 0.2970
H -2.6995 -1.0155 2.1371
H -3.3158 0.5197 2.6093
H -4.3438 0.6423 0.1490
H -4.4086 -1.1273 0.3757
H -5.1593 -0.0653 1.5273
H -0.5396 1.9841 -1.0848
H -0.4276 1.4259 -3.4558
H -0.8395 -0.8943 -4.1338
H 0.0716 -1.4872 -2.7708
H 0.8227 -0.4454 -3.9797
H 1.0164 2.0875 3.0157
H 1.1693 3.7845 0.5989
C -5.6133 0.8330 -6.2843
N -5.6248 1.5671 -4.9904
O -5.3059 2.7349 -4.9971
O -5.9515 0.9328 -4.0083
H -5.3024 1.5191 -7.0625
H -4.9134 0.0089 -6.1800
H -6.6202 0.4662 -6.4578
C -1.3844 4.5730 2.9591
N -0.4675 4.7610 4.1127
O 0.1238 3.7856 4.5345
O -0.3587 5.8792 4.5699
H -1.3572 3.5293 2.6805
H -2.3800 4.8794 3.2672
H -1.0135 5.2026 2.1560
C 4.2155 5.3200 2.8803
N 3.1064 5.4860 1.9064
O 3.2319 6.2930 1.0182
O 2.1300 4.7765 2.0743
H 5.0100 6.0046 2.6103
H 3.8164 5.5417 3.8656
H 4.5411 4.2855 2.8172
C 0.7901 -3.9657 4.9790
N 2.1314 -4.6044 4.8893
O 2.8695 -4.5120 5.8475
O 2.3962 -5.1769 3.8539
H 0.6977 -3.4978 5.9518
H 0.7244 -3.2300 4.1823
H 0.0474 -4.7466 4.8465
C -4.2228 -2.3051 4.5568
N -4.8497 -3.0208 3.4121
O -4.1717 -3.8300 2.8129
O -5.9987 -2.7391 3.1538
H -3.2025 -2.6542 4.6627
H -4.2488 -1.2444 4.3265
H -4.8023 -2.5191 5.4494
C 6.7431 -0.5570 -7.0558
N 6.4884 -0.4614 -5.5922
O 6.5362 0.6335 -5.0788
O 6.2474 -1.4993 -5.0096
H 6.9408 0.4388 -7.4328
H 7.5993 -1.2099 -7.1934
H 5.8554 -0.9836 -7.5120
C -1.4428 5.8831 7.5269
N -2.6229 5.2161 8.1408
O -2.8374 5.4045 9.3184
O -3.2962 4.5209 7.4080
H -0.9399 6.4651 8.2897
H -0.7951 5.1051 7.1352
H -1.8072 6.5166 6.7253
C 0.5802 -3.3292 -6.8920
N -0.1503 -2.0852 -6.5258
O 0.5015 -1.0898 -6.2924
O -1.3600 -2.1542 -6.4797
H 1.6420 -3.1150 -6.8886
H 0.3265 -4.0832 -6.1530
H 0.2390 -3.6264 -7.8787
```

Output
Frontier orbital gap (eV): 7.83
E_LUMO (eV): -0.1

Results of the Löwdin charge analysis, in e, for atoms 1 through 99:
1 C 0.019
2 C -0.118
3 C -0.122
4 C -0.353
5 O -0.021
6 C -0.219
7 C -0.091
8 O 0.023
9 C -0.430
10 O 0.180
11 C -0.261
12 N 0.011
13 C -0.200
14 C -0.208
15 C -0.096
16 C -0.232
17 F -0.040
18 C -0.165
19 C -0.080
20 C -0.191
21 C -0.607
22 I 1.070
23 C -0.786
24 C -0.169
25 I 0.974
26 P 0.453
27 O -0.326
28 O -0.106
29 O -0.180
30 H 0.044
31 H 0.060
32 H 0.106
33 H 0.105
34 H 0.111
35 H 0.119
36 H 0.113
37 H 0.058
38 H 0.049
39 H 0.035
40 H 0.053
41 H 0.102
42 H 0.106
43 H 0.093
44 H 0.109
45 H 0.058
46 H 0.064
47 H 0.073
48 H 0.110
49 H 0.086
50 H 0.114
51 H 0.046
52 H 0.057
53 H 0.071
54 H 0.040
55 H -0.010
56 H 0.032
57 H 0.066
58 H 0.052
59 H 0.072
60 H 0.053
61 C 0.046
62 N -0.470
63 O 0.056
64 O 0.001
65 H 0.093
66 H 0.098
67 H 0.099
68 C 0.058
69 N -0.428
70 O 0.061
71 O 0.050
72 H 0.064
73 H 0.107
74 H 0.104
75 C 0.062
76 N -0.418
77 O 0.100
78 O 0.026
79 H 0.096
80 H 0.104
81 H 0.106
82 C 0.047
83 N -0.453
84 O 0.063
85 O 0.055
86 H 0.093
87 H 0.076
88 H 0.100
89 C 0.047
90 N -0.451
91 O 0.058
92 O 0.067
93 H 0.091
94 H 0.090
95 H 0.100
96 C 0.047
97 N -0.447
98 O 0.080
99 O 0.048

4.
C3H7N2O | the ωB97M-V functional and the def2-TZVPD basis

XYZ file:
```
13
Properties=species:S:1:pos:R:3
C 1.6367 -1.2132 0.3171
C 0.3362 -1.2674 0.4374
C -0.5663 -0.0549 0.6689
N -1.0085 0.6380 -0.4898
N -0.4526 1.6912 -1.0208
O -0.8310 2.0841 -2.0796
H 2.1992 -0.3353 0.5181
H 2.0046 -2.2104 0.2985
H -0.2594 -2.1680 0.2153
H -1.3911 -0.4414 1.1501
H -0.2741 0.6570 1.5238
H -1.5286 0.1931 -1.1807
H 0.1350 2.4273 -0.3583
```

Output
Frontier orbital gap (alpha / beta) (eV): 8.44 / 8.44
E_LUMO (alpha / beta) (eV): -6.4 / -6.4
Energy above the lowest of the compared OMol25 structures with the same formula, charge and spin (eV): 5.795
Net charge: +1

Charge distribution, Löwdin scheme, values in e:
1 C 0.053
2 C -0.147
3 C -0.157
4 N 0.117
5 N -0.043
6 O 0.163
7 H 0.072
8 H 0.074
9 H 0.121
10 H 0.100
11 H 0.174
12 H 0.168
13 H 0.305

no.,total energy (a.u.)
1,-286.777575
2,-632.089304
3,-4207.553644
4,-302.827043